C4H11N2O | wB97M-V/def2-TZVPD

Computed properties:
Energy above the lowest of the compared OMol25 structures with the same formula, charge and spin (kJ/mol): 162.2
E_LUMO (eV): 4.05
Strongest force on any atom (eV/Å): 3.5
E_tot (a.u.): -343.709402
Charge: -1
Highest occupied orbital energy (eV): -2.6518

Last column: natural (NBO) charge in e.
Geometry (Å):
N  -0.242  -1.159  -0.428  -0.719
H  -0.801  0.671  1.649  0.269
H  0.957  0.497  1.745  0.199
C  0.129  0.882  1.126  -0.649
N  1.812  1.979  -1.301  -0.854
H  1.426  0.059  -2.016  0.194
H  0.073  2.062  1.031  0.156
C  -1.665  -1.500  0.316  0.143
H  0.416  -1.523  0.301  0.321
H  2.330  0.024  -0.507  0.177
H  1.020  2.365  -1.783  0.345
H  1.933  2.487  -0.337  0.349
H  -2.359  -0.733  -0.220  0.038
C  0.123  0.405  -0.364  -0.065
O  -1.738  -1.523  1.660  -0.935
H  -1.944  -2.450  -0.161  0.086
H  -0.660  0.947  -0.962  0.171
C  1.501  0.553  -1.065  -0.227

C4H11N2O | wB97M-V/def2-TZVPD

Computed properties:
Energy above the lowest of the compared OMol25 structures with the same formula, charge and spin (kJ/mol): 172.7
E_LUMO (eV): -3.25
Strongest force on any atom (eV/Å): 1.6
E_tot (a.u.): -343.498368
Charge: +1
Highest occupied orbital energy (eV): -13.6469

Last column: natural (NBO) charge in e.
Geometry (Å):
H  -0.377  -1.716  1.771  0.442
C  0.783  -0.548  -1.075  -0.245
O  -1.719  1.011  1.328  -0.546
H  0.530  -1.143  -1.950  0.226
C  -0.020  1.673  -0.223  -0.361
C  -1.154  1.922  0.797  0.467
H  -1.170  -0.906  0.584  0.488
N  -0.495  -1.679  0.763  -0.693
H  0.928  1.662  0.332  0.221
H  1.487  -0.829  0.968  0.234
N  -0.303  0.478  -1.024  -0.638
H  -1.325  2.991  1.004  0.141
C  0.866  -1.321  0.220  -0.248
H  1.771  -0.094  -1.220  0.211
H  -0.851  -2.578  0.451  0.442
H  -0.419  0.769  -1.984  0.392
H  0.076  2.580  -0.826  0.227
H  1.391  -2.270  0.087  0.240

C4H11N2O | wB97M-V/def2-TZVPD

Computed properties:
Energy above the lowest of the compared OMol25 structures with the same formula, charge and spin (kJ/mol): 376.4
E_LUMO (eV): -3.44
Strongest force on any atom (eV/Å): 4.5
E_tot (a.u.): -343.420786
Charge: +1
Highest occupied orbital energy (eV): -14.6601

Last column: natural (NBO) charge in e.
Geometry (Å):
O  -1.297  -0.302  -0.599  -0.519
N  0.879  0.525  -0.474  -0.568
H  0.755  2.616  -0.375  0.230
H  -3.293  0.016  -0.800  0.235
H  -2.980  -1.134  0.580  0.204
C  -2.522  -0.160  0.094  -0.312
C  0.522  -1.713  0.170  0.148
H  1.823  -0.091  -0.551  0.478
H  -2.655  0.695  0.909  0.210
H  1.235  2.019  1.060  0.235
C  -0.154  -0.330  0.180  0.190
H  2.299  2.102  -0.095  0.239
H  0.533  0.430  -1.455  0.450
C  1.301  1.857  0.023  -0.429
H  -0.202  0.154  1.134  0.210
N  1.753  -1.728  -0.090  -0.625
H  2.281  -2.590  -0.181  0.409
H  -0.277  -2.366  0.471  0.214